Molecular formula: C11H34BrN2O5
Method: DFT, ωB97M-V with the def2-TZVPD basis set

XYZ file:
```
53
C11H34BrN2O5 | OMol25 | ωB97M-V with the def2-TZVPD basis set
Br -0.5906 0.6228 0.2397
C -0.4880 1.8159 -2.3470
O -0.7622 0.4321 -2.1412
H 0.3865 2.1716 -1.8022
H -0.2368 1.9449 -3.3997
H -1.3696 2.3790 -2.0405
H -0.8659 0.2809 -1.1989
C 0.3126 3.4845 -0.4518
O 0.9597 2.7880 0.6101
H 0.5094 4.5477 -0.3135
H 0.7854 3.2010 -1.3922
H -0.7662 3.3340 -0.4909
H 0.7720 1.8488 0.5448
C -3.5059 -0.2635 -0.3642
O -2.4902 0.0617 -1.3168
H -3.1714 -1.1098 0.2358
H -3.6378 0.6270 0.2504
H -4.4060 -0.3668 -0.9703
H -1.6832 0.1514 -0.8047
C 1.3629 -0.4204 -2.8253
C 1.8988 -0.4640 -1.3906
C 2.2673 0.9098 -0.8400
O 3.0612 0.8085 0.3451
C 4.3459 0.1624 0.2793
N 0.9480 -1.0491 -0.5100
H 2.0433 0.1670 -3.4418
H 0.3520 -0.0220 -2.9111
H 1.3746 -1.4205 -3.2585
H 2.7192 -1.1808 -1.3560
H 1.4042 1.5517 -0.6634
H 2.8637 1.4705 -1.5598
H 4.8339 0.5614 -0.6100
H 4.2529 -0.9216 0.2124
H 4.9577 0.4104 1.1467
H 0.2643 -0.3766 -0.1933
H 1.4284 -1.2179 0.3623
C -0.0968 -2.8948 3.0579
C -0.5197 -2.4677 1.6938
C -1.8435 -1.6639 1.5272
O -1.7635 -0.5016 2.3653
C -2.9802 0.2638 2.3633
N 0.5719 -1.5957 1.2223
H 0.8161 -3.4889 3.0164
H -0.8262 -3.5640 3.5143
H 0.0176 -2.0665 3.7572
H -0.5407 -3.3367 1.0361
H -2.6593 -2.2821 1.9018
H -2.0118 -1.3983 0.4835
H -3.1254 0.8268 3.2853
H -3.9045 -0.3082 2.2822
H -2.9655 0.8965 1.4758
H 1.4351 -2.0940 1.0593
H 0.2664 -1.2449 0.3258
```

As for the HOMO energy: -3.9 eV. As for the total energy: -95195.0309 eV. Its charge is -1.


Molecular formula: C11H34FN8O5Sr
Method: DFT, ωB97M-V with the def2-TZVPD basis set

XYZ file:
```
60
C11H34FN8O5Sr | OMol25 | ωB97M-V with the def2-TZVPD basis set
Sr -0.8932 0.9221 0.0727
F -3.3041 4.2811 0.2841
C 5.1306 3.0748 2.5447
C 3.8292 2.3487 2.5259
C 2.9774 2.7034 3.8151
O 1.5809 2.4787 3.4345
C 0.6852 2.9752 4.4170
N 3.2486 2.6933 1.2153
H 4.9386 4.1317 2.3599
H 5.8540 2.8068 1.7747
H 5.7083 2.7788 3.4204
H 4.1176 1.2992 2.5856
H 3.1623 3.7673 3.9635
H 3.2682 2.1405 4.7021
H -0.3194 3.2519 4.0970
H 0.9504 3.9065 4.9174
H 0.6713 2.1851 5.1677
H 3.9695 2.3402 0.6023
H 3.2360 3.7020 1.1650
C -3.9756 -3.6746 4.1857
C -2.8244 -2.7781 3.8217
C -1.6232 -3.7098 3.3806
O -0.5124 -2.9488 3.0291
C 0.6507 -3.6561 2.9475
N -3.2939 -1.8183 2.8100
H -4.9497 -3.1873 4.2266
H -3.8493 -3.9924 5.2206
H -4.1629 -4.4540 3.4471
H -2.5700 -2.1740 4.6925
H -1.9087 -4.3631 2.5561
H -1.4090 -4.2703 4.2905
H 0.4858 -4.6289 2.4844
H 1.1121 -3.7144 3.9333
H 1.4278 -3.1344 2.3889
H -3.9863 -2.3851 2.3414
H -3.8437 -1.1398 3.3175
C 0.1897 2.7251 -5.9415
O 0.0123 2.5404 -4.7156
N 0.7152 1.8179 -6.6850
N 0.1130 3.8837 -6.5989
H 0.7405 2.0216 -7.6740
H 0.8996 0.9506 -6.2015
H -0.2955 4.6709 -6.1156
H 0.4032 4.0021 -7.5590
C 2.7261 -3.5918 -2.8018
O 1.8524 -2.8156 -2.3644
N 2.6518 -4.9017 -3.0327
N 3.9608 -3.2309 -2.9751
H 1.7470 -5.3268 -2.8888
H 3.4552 -5.4578 -3.2883
H 4.1774 -2.2799 -2.7129
H 4.5951 -3.9358 -3.3228
C -5.0391 0.9929 -4.2783
O -4.6170 0.2419 -3.4121
N -5.1981 2.2716 -4.0769
N -5.3844 0.7921 -5.5107
H -4.9228 2.6682 -3.1898
H -5.3511 2.8712 -4.8751
H -5.3802 -0.1887 -5.7518
H -5.6297 1.5205 -6.1659
```

The energy above the lowest of the compared OMol25 structures with the same formula, charge and spin comes out at 302.3 kcal/mol. As for the HOMO energy: -9.8 eV. As for the total energy: -37660.1226 eV. Its charge is +1.


Molecular formula: C11H36N8O6
Method: DFT, ωB97M-V with the def2-TZVPD basis set

XYZ file:
```
61
C11H36N8O6 | OMol25 | ωB97M-V with the def2-TZVPD basis set
C -6.3838 1.5772 -2.1701
O -6.7287 2.7578 -2.0074
N -5.3850 1.1755 -2.8380
N -7.0698 0.5544 -1.7377
H -4.6547 1.8395 -3.0522
H -5.2727 0.2152 -3.1301
H -6.6359 -0.3569 -1.7737
H -7.7972 0.7640 -1.0690
C 5.0811 -1.2006 -3.2375
O 5.9092 -1.0468 -4.0902
N 5.1756 -0.6516 -2.0288
N 3.8979 -1.6688 -3.5321
H 4.6531 -1.0333 -1.2533
H 5.9483 -0.0180 -1.8820
H 3.7311 -1.6625 -4.5282
H 3.2461 -1.6075 -2.7631
C -4.4336 -5.7255 -2.6793
O -4.6018 -4.8662 -3.4942
N -3.6900 -5.5984 -1.6496
N -5.0601 -6.9145 -2.6942
H -3.1813 -4.7480 -1.4541
H -3.9155 -6.2979 -0.9569
H -5.7219 -7.1429 -3.4221
H -4.8206 -7.5847 -1.9775
C 2.0863 -3.4221 4.5774
C 1.6485 -1.9981 5.0045
C 1.7674 -1.7629 6.4948
O 3.0921 -1.8257 7.0674
C 3.1580 -1.2313 8.3658
N 2.3730 -0.9941 4.2066
H 1.4210 -4.0849 5.1307
H 3.1405 -3.3756 4.8504
H 2.0523 -3.6946 3.5226
H 0.6421 -1.7405 4.6744
H 1.1825 -2.2960 7.2442
H 1.3284 -0.7677 6.5658
H 2.7312 -1.7361 9.2326
H 2.7600 -0.2178 8.4139
H 4.1351 -1.1923 8.8472
H 3.3610 -1.0986 4.3883
H 2.1690 -0.1204 4.6703
C 0.5170 6.6675 -1.1650
C 0.4418 5.1515 -1.3464
C 0.1965 4.8805 -2.8355
O 0.1742 3.4912 -3.1216
C 0.1584 3.2413 -4.5156
N 1.7494 4.6239 -1.0440
H 1.3634 7.2075 -1.5894
H 0.5542 6.9328 -0.1084
H -0.3986 7.0278 -1.6342
H -0.3612 4.7900 -0.7040
H 0.9843 5.4078 -3.3733
H -0.7263 5.3718 -3.1440
H -0.7923 3.5466 -4.9528
H 0.1122 2.1667 -4.6922
H 1.0578 3.6095 -5.0092
H 1.5812 3.6708 -1.3325
H 2.4100 5.0767 -1.6594
O -0.1144 -1.0523 -0.6773
H -0.6814 -0.3289 -0.9444
H 0.4357 -0.6835 0.0137
```

The energy above the lowest of the compared OMol25 structures with the same formula, charge and spin comes out at 0.0 kcal/mol. Its SMILES is COC[C@H](C)N.COC[C@H](C)N.NC(N)=O.NC(N)=O.NC(N)=O.O. As for the HOMO energy: -9.4 eV. As for the total energy: -36195.3500 eV. Its charge is 0.


Molecular formula: C11H36O11
Method: DFT, ωB97M-V with the def2-TZVPD basis set

XYZ file:
```
58
C11H36O11 | OMol25 | ωB97M-V with the def2-TZVPD basis set
C 1.1559 3.5710 7.1075
O 0.3802 3.6208 8.2140
H 0.3470 3.5697 6.3770
H 1.5976 4.5669 7.1409
H 1.8869 2.7624 7.0999
H 1.0257 3.8987 8.8680
C 0.5237 -2.5922 3.3580
O 0.9992 -1.6299 2.5671
H 1.2785 -3.3783 3.3401
H 0.5890 -2.3099 4.4088
H -0.5046 -2.9036 3.1744
H 0.9864 -2.0128 1.6869
C -1.2122 1.6656 0.5867
O -1.4572 1.7945 1.9936
H -2.0715 1.9301 -0.0295
H -0.2555 2.1635 0.4288
H -1.1702 0.6438 0.2094
H -0.8038 1.1971 2.3650
C 5.7752 2.4692 1.8950
C 4.2899 2.8790 1.9658
O 4.0801 4.0605 1.1199
O 6.1251 1.5253 2.8134
H 6.4166 3.3171 2.1351
H 6.1023 1.9913 0.9716
H 4.0017 3.0916 2.9953
H 3.7656 2.0231 1.5408
H 4.8754 4.5927 1.1959
H 5.7942 1.7561 3.6845
C -4.5805 -1.7598 -0.9030
C -4.0234 -2.3879 0.4488
O -3.4837 -3.6570 0.2899
O -3.6680 -1.7776 -2.0019
H -5.0549 -0.7998 -0.6997
H -5.3681 -2.4508 -1.2034
H -4.8860 -2.4997 1.1057
H -3.4357 -1.6273 0.9629
H -3.0294 -3.7526 -0.5504
H -3.6902 -0.8929 -2.3738
C 1.2650 -5.4789 -2.7177
C 1.0975 -4.5317 -1.5101
O 0.8071 -3.2459 -1.9488
O 0.0641 -5.8920 -3.1921
H 1.8838 -6.3566 -2.5307
H 1.8314 -4.9162 -3.4598
H 2.0876 -4.5279 -1.0543
H 0.2825 -4.8538 -0.8619
H -0.1290 -3.2922 -2.1565
H 0.2267 -5.8110 -4.1347
C -1.6717 2.9853 -6.2875
C -2.5207 1.7835 -5.8190
O -3.2522 2.0286 -4.6472
O -2.4348 3.9785 -6.9639
H -0.8447 2.6471 -6.9118
H -1.2523 3.3825 -5.3631
H -1.8221 0.9943 -5.5410
H -3.1159 1.5144 -6.6916
H -3.5879 2.9267 -4.5989
H -2.2161 4.0074 -7.8982
```

The energy above the lowest of the compared OMol25 structures with the same formula, charge and spin comes out at 68.4 kcal/mol. Its SMILES is OCCO.OCCO.OCCO.OCCO.CO.CO.CO. As for the HOMO energy: -10.0 eV. As for the total energy: -34507.0198 eV. Its charge is 0.


Molecular formula: C11H37N12O9
Method: DFT, ωB97M-V with the def2-TZVPD basis set

XYZ file:
```
69
C11H37N12O9 | OMol25 | ωB97M-V with the def2-TZVPD basis set
C -0.0867 1.6623 0.6220
C 0.4685 0.2567 0.6593
C -0.7049 -0.7336 0.5133
O 1.4174 0.0730 -0.3270
H -0.5631 1.9658 -0.3109
H 0.7502 2.3525 0.7725
H -0.7853 1.8657 1.4472
H 0.9100 0.1578 1.6724
H -1.4119 -0.4851 1.3221
H -0.3883 -1.7686 0.6493
H -1.3163 -0.5493 -0.3721
C -3.0950 -0.8679 -2.6446
C -3.8917 0.4419 -2.5890
O -3.2563 1.4774 -3.3166
O -3.6511 -1.9054 -1.8282
H -2.0179 -0.9307 -2.4729
H -3.2615 -1.1940 -3.6786
H -4.1319 0.6683 -1.5423
H -4.8953 0.2454 -2.9713
H -2.3122 1.2819 -3.2538
H -3.0729 -2.6691 -1.7886
C 1.4379 3.4799 -2.7654
O 2.3395 2.7375 -2.4094
N 0.3967 3.7058 -1.9091
N 1.2434 3.9247 -4.0417
H -0.2558 4.4623 -2.0204
H 0.4383 3.2452 -1.0058
H 2.0011 3.8338 -4.6970
H 0.3613 3.6424 -4.4420
C 0.7154 -1.0610 -3.8212
O 0.8678 -1.7150 -4.8470
N 0.5987 -1.6301 -2.5488
N 0.8311 0.2714 -3.6526
H 0.5201 -1.0247 -1.7362
H 0.4665 -2.6257 -2.5376
H 1.0810 0.5940 -2.7181
H 1.0460 0.8280 -4.4622
C -5.8249 -1.0944 1.8974
O -6.8946 -1.0825 2.5222
N -4.6852 -0.7727 2.5178
N -5.7565 -1.4005 0.5740
H -3.9181 -0.5649 1.8951
H -4.7438 -0.3967 3.4439
H -6.6226 -1.5496 0.0940
H -4.8797 -1.3925 0.0784
C 1.8405 -1.9787 5.1850
O 2.5081 -2.5041 6.0730
N 1.8034 -2.4057 3.8977
N 1.0435 -0.9073 5.4260
H 2.2758 -3.2591 3.6706
H 1.1734 -1.8813 3.3171
H 0.4268 -0.4762 4.7638
H 1.1950 -0.5230 6.3418
C 3.7450 -2.5991 -1.4289
O 4.2213 -1.4988 -1.6636
N 2.8810 -2.8184 -0.4252
N 4.0069 -3.7566 -2.1152
H 2.2504 -2.1201 -0.0467
H 2.5602 -3.7600 -0.2820
H 3.6723 -4.6412 -1.7959
H 4.5615 -3.6439 -2.9451
C 3.0252 2.8604 3.0049
O 2.9942 2.7583 1.7831
N 4.1990 2.9237 3.6763
N 1.9246 2.7288 3.7949
H 4.9173 3.0726 2.9817
H 4.2000 3.1686 4.6473
H 1.0075 2.6821 3.3913
H 2.0993 2.8190 4.7777
```

As for the HOMO energy: -4.1 eV. As for the total energy: -48320.8477 eV. Its charge is -1.


Molecular formula: C11H38BrN3O5
Method: DFT, ωB97M-V with the def2-TZVPD basis set

XYZ file:
```
58
C11H38BrN3O5 | OMol25 | ωB97M-V with the def2-TZVPD basis set
N 10.2411 -30.7943 -1.6190
H 10.5619 -29.8347 -1.7460
H 9.3417 -30.9065 -2.2023
H 9.9902 -30.9776 -0.6142
H 11.0074 -31.4354 -1.8305
Br 8.9092 -33.5493 0.0522
C 11.5055 -35.2830 2.7608
C 11.4348 -36.1980 1.5484
C 12.1377 -37.5151 1.7946
O 10.0850 -36.4978 1.2092
H 12.5178 -34.8959 2.9041
H 11.1426 -35.8166 3.6428
H 10.8603 -34.4114 2.6197
H 11.9311 -35.6793 0.7082
H 13.1347 -37.3294 2.2124
H 12.2943 -38.0441 0.8566
H 11.5873 -38.1084 2.5228
H 9.6128 -35.6555 1.0846
O 6.0697 -33.3496 2.4766
H 6.9735 -33.5016 2.1692
H 5.6091 -33.0396 1.6836
O 5.6442 -33.1008 -0.4953
H 6.5659 -33.4119 -0.3472
H 5.1809 -33.8651 -0.8564
C 6.7585 -33.3561 -3.9745
C 7.5664 -32.1048 -3.9461
C 7.1321 -31.1332 -5.0351
O 7.6013 -31.5811 -6.2612
C 7.5218 -30.5809 -7.2654
N 7.5365 -31.4392 -2.6161
H 6.8697 -33.8793 -4.9258
H 5.7236 -33.1565 -3.7045
H 7.1749 -34.0640 -3.2442
H 8.6064 -32.3812 -4.1603
H 7.5241 -30.1208 -4.8091
H 6.0338 -31.0062 -5.0310
H 7.8369 -31.0286 -8.2028
H 8.1784 -29.7345 -7.0219
H 6.4965 -30.2066 -7.3798
H 7.6577 -32.1766 -1.9111
H 6.6116 -31.0630 -2.4120
C 6.7369 -29.9440 1.1378
C 8.0868 -29.3821 0.7246
C 8.2989 -27.9846 1.2920
O 7.2569 -27.1435 0.9023
C 7.2435 -25.9362 1.6155
N 9.2259 -30.2296 1.1661
H 6.6501 -30.9967 0.8667
H 5.9370 -29.3952 0.6338
H 6.5602 -29.8649 2.2145
H 8.0696 -29.3774 -0.3740
H 9.2652 -27.5871 0.9233
H 8.4009 -28.0793 2.3872
H 6.4805 -25.2905 1.1864
H 8.2107 -25.4113 1.5643
H 7.0060 -26.0824 2.6801
H 9.5363 -29.9466 2.0900
H 8.9409 -31.2051 1.2403
```

As for the HOMO energy: -8.9 eV. As for the total energy: -96774.2155 eV. Its charge is 0.